P | Density functional theory data (ωB97M-V with the def2-TZVPD basis set) for a molecular structure, C6H11NO2.

Element x y z (Å)
C1 0.47 -0.54 0.21
C2 -0.88 -0.17 -0.42
C3 0.36 -0.99 1.66
C4 1.31 -1.47 -0.64
C5 -0.81 1.48 -0.18
C6 -0.91 2.37 -1.17
O1 -2.02 -0.73 0.10
N1 0.97 0.89 0.23
O2 1.87 1.19 -0.55
H1 -2.09 -0.55 1.05
H2 -0.86 -0.32 -1.49
H3 -1.20 1.71 0.81
H4 1.36 -1.20 2.06
H5 -0.09 -0.22 2.29
H6 2.29 -1.61 -0.19
H7 0.82 -2.44 -0.73
H8 1.46 -1.06 -1.63
H9 -0.25 -1.89 1.72
H10 -1.37 3.34 -1.01
H11 -0.44 2.20 -2.12

Its total charge is 0. The HOMO energy (spin up / spin down) comes out at -8.2 / -8.2 eV.

=====

Q | Density functional theory data (ωB97M-V with the def2-TZVPD basis set) for a molecular structure, C6H11NO2.

Element x y z (Å)
C1 -2.24 0.46 0.23
C2 1.45 -0.54 -1.38
C3 1.06 0.25 1.01
C4 -0.80 0.88 0.12
C5 0.59 -0.51 -0.14
N1 -0.17 -1.73 0.00
C6 0.01 1.05 1.32
O1 2.34 0.32 1.48
O2 -0.52 1.76 -0.93
H1 2.83 -0.46 1.20
H2 -1.26 1.84 -1.54
H3 -0.66 -1.76 0.88
H4 0.43 -2.55 -0.08
H5 -0.22 1.63 2.21
H6 -2.92 1.28 -0.02
H7 -2.42 -0.37 -0.46
H8 -2.47 0.10 1.23
H9 0.81 -0.62 -2.26
H10 2.03 0.38 -1.47
H11 2.13 -1.40 -1.40

Its total charge is 0. The HOMO energy comes out at -7.7 eV.

=====

R | Density functional theory data (ωB97M-V with the def2-TZVPD basis set) for a single C6H11NO2 molecule.

Element x y z (Å)
C1 -1.67 -0.31 0.14
C2 1.30 -1.47 0.29
C3 2.26 -0.36 -0.14
C4 0.86 -0.08 0.51
C5 -0.49 1.80 -0.66
C6 -0.32 0.27 -0.40
N1 -1.78 0.04 1.42
O1 -2.50 -1.03 -0.46
O2 -0.26 -0.33 -1.68
H1 1.18 -2.28 -0.44
H2 1.44 -1.94 1.28
H3 3.29 -0.38 0.27
H4 2.23 -0.25 -1.18
H5 0.80 0.19 1.58
H6 0.32 2.03 -1.35
H7 -0.48 2.50 0.10
H8 -1.38 1.88 -1.22
H9 -1.08 0.65 1.84
H10 -2.51 -0.41 1.94
H11 -1.22 -0.55 -1.85

As for the SMILES: C[C@](O)(C(N)=O)C1CC1. Its total charge is 0. The HOMO energy comes out at -9.9 eV.

=====

It is R that is most stable; the runner-up trails by 1.043 eV.

=====

P | Density functional theory data (ωB97M-V with the def2-TZVPD basis set) for a single C4H5Cl2FS molecule.

Element x y z (Å)
C1 1.18 1.38 -0.28
C2 0.75 -0.04 0.30
C3 -0.41 -0.70 -0.44
C4 -1.62 -1.09 0.37
H1 0.32 1.86 -0.61
H2 1.68 1.97 0.61
H3 0.33 0.16 1.26
H4 -2.30 -1.73 -0.18
H5 -1.37 -1.37 1.42
F1 2.11 1.31 -1.25
S1 -0.31 -1.10 -2.01
Cl1 2.27 -1.01 0.28
Cl2 -2.63 0.36 0.54

As for the SMILES: FC[C@H](Cl)C(=S)CCl. Its total charge is 0. The HOMO energy comes out at -9.3 eV.

=====

Q | Density functional theory data (ωB97M-V with the def2-TZVPD basis set) for a single C4H5Cl2FS molecule.

Element x y z (Å)
C1 1.17 0.38 0.59
C2 -0.18 0.34 -0.06
C3 -0.58 1.33 -0.86
C4 -1.05 -0.85 0.22
H1 1.76 -1.86 -0.05
H2 1.59 1.38 0.54
H3 1.08 0.16 1.67
H4 0.00 2.26 -1.07
H5 -0.52 -1.52 0.89
F1 -1.76 1.34 -1.47
S1 2.42 -0.71 -0.17
Cl1 -2.57 -0.42 1.02
Cl2 -1.36 -1.83 -1.25

As for the SMILES: F/C=C(/CS)C(Cl)Cl. Its total charge is 0. The HOMO energy comes out at -9.5 eV.

=====

It is Q that is most stable; the runner-up trails by 0.490 eV.

=====

P | Density functional theory data (ωB97M-V with the def2-TZVPD basis set) for a single C6H9NS molecule.

Element x y z (Å)
C1 0.21 2.00 -0.33
C2 -0.94 1.47 0.06
C3 1.70 -0.35 -0.59
C4 -1.38 0.04 0.08
C5 -0.92 -2.60 1.19
C6 1.43 1.16 -0.69
N1 1.04 -1.25 -0.06
S1 -0.17 -1.17 1.17
H1 0.17 3.01 -0.61
H2 -1.64 2.20 0.40
H3 2.70 -0.54 -0.89
H4 -1.56 -0.51 -0.86
H5 -2.40 -0.18 0.49
H6 -1.36 -3.04 0.42
H7 -0.76 -3.22 2.11
H8 1.62 1.37 -1.74
H9 2.26 1.59 -0.16

Its total charge is 0. The HOMO energy comes out at -7.6 eV.

=====

Q | Density functional theory data (ωB97M-V with the def2-TZVPD basis set) for a molecular structure, C6H9NS.

Element x y z (Å)
C1 -0.33 -0.47 2.43
C2 0.01 0.46 1.15
C3 -0.30 2.08 -0.54
C4 -0.12 0.56 -1.21
C5 -0.41 -0.02 -2.52
C6 0.20 -0.35 -0.12
H1 -1.43 -0.65 2.51
H2 0.36 -1.34 2.51
H3 0.13 0.02 3.54
H4 1.14 0.63 1.09
H5 -0.79 2.32 1.33
H6 -1.04 2.52 -1.12
H7 0.73 2.70 -0.64
H8 -0.48 0.66 -3.29
H9 -0.76 -1.33 -2.50
N1 -0.78 1.60 0.74
S1 0.83 -1.90 -0.23

Its total charge is 0. The HOMO energy comes out at -8.3 eV.

=====

R | Density functional theory data (ωB97M-V with the def2-TZVPD basis set) for 2 unconnected molecules or ions with the total composition C6H9NS.

Element x y z (Å)
C1 1.04 0.10 -0.48
C2 0.25 1.12 -0.37
C3 3.24 -0.69 -0.11
C4 -0.44 -0.29 -0.63
C5 -0.10 2.56 -0.16
C6 -1.27 -0.79 0.53
N1 3.40 -1.89 -0.66
S1 4.09 0.50 0.45
H1 -0.83 -0.63 -1.56
H2 -0.93 2.59 0.47
H3 -0.24 3.11 -1.04
H4 0.70 2.94 0.32
H5 -1.44 -1.98 0.63
H6 -2.27 -0.33 0.48
H7 -0.65 -0.64 1.43
H8 2.58 -2.40 -0.73
H9 4.31 -2.25 -0.80

Its total charge is 0. The HOMO energy (spin up / spin down) comes out at -7.4 / -7.4 eV.

=====

It is Q that is most stable; the runner-up trails by 0.136 eV.